Below is a 8-piece molecular cluster, C6H29NO8 overall in a non-equilibrium geometry, with properties calculated with wB97M-V/def2-TZVPD.

The calculation puts the HOMO energy at -8.33 eV. The LUMO energy comes out at 0.149 eV. Its SMILES is CCN(CC)CCO.O.O.O.O.O.O.O. The calculation puts the frontier orbital gap at 0.312 Eh.

Each atom is followed by the atoms it is bonded to, with distances in Å.
Atoms and positions in Å:
1 C 1.18533 -2.31095 2.81885  C2 1.547, H9 1.093, H10 1.099, H11 1.082
2 C 0.83278 -2.38602 1.31406  C1 1.547, N3 1.482, H12 1.096, H13 1.103
3 N 0.33271 -1.08763 0.80390  C2 1.482, C4 1.482, C6 1.459
4 C 1.22747 0.05286 1.11328  N3 1.482, C5 1.539, H14 1.133, H15 1.082
5 C 1.03264 1.01651 -0.07063  C4 1.539, H16 1.082, H17 1.104, H18 1.111
6 C -1.00623 -0.64641 1.17903  N3 1.459, C7 1.557, H19 1.118, H20 1.092
7 C -1.52969 -0.56086 2.64264  C6 1.557, O8 1.454, H21 1.079, H22 1.086
8 O -1.29747 0.71552 3.29997  C7 1.454, H23 0.965
9 H 1.97638 -3.01993 3.07797  C1 1.093
10 H 1.39544 -1.31168 3.22605  C1 1.099
11 H 0.24832 -2.53454 3.31197  C1 1.082
12 H 1.66877 -2.82399 0.75754  C2 1.096
13 H 0.03956 -3.14233 1.19294  C2 1.103
14 H 2.27410 -0.34560 0.94470  C4 1.133
15 H 1.20262 0.67786 1.99638  C4 1.082
16 H 0.09581 1.54309 0.05329  C5 1.082
17 H 1.05429 0.68027 -1.12177  C5 1.104
18 H 1.81640 1.80030 0.00001  C5 1.111
19 H -1.14623 0.36482 0.72350  C6 1.118
20 H -1.70473 -1.20277 0.55110  C6 1.092
21 H -1.02054 -1.27732 3.26901  C7 1.079
22 H -2.61173 -0.64709 2.59620  C7 1.086
23 H -1.86305 1.25527 2.73352  O8 0.965
24 H 0.32709 0.86048 -3.88458  O26 0.958
25 H 1.11241 2.17776 -3.04388  O26 0.953
26 O 0.47254 1.48371 -3.17215  H24 0.958, H25 0.953
27 H 3.17626 1.34284 -2.97004  O29 0.953
28 H 3.08047 1.34892 -1.28859  O29 0.959
29 O 3.56158 1.21583 -2.10753  H27 0.953, H28 0.959
30 H -4.58601 1.03447 -0.04522  O32 0.961
31 H -3.10441 0.61073 -0.29870  O32 0.963
32 O -3.86633 0.48532 0.27664  H30 0.961, H31 0.963
33 H 0.27997 -2.15834 -4.27731  O35 0.960
34 H -0.04790 -1.96664 -2.83304  O35 0.969
35 O -0.47849 -2.07523 -3.69418  H33 0.960, H34 0.969
36 H 2.53438 -2.68867 -2.23939  O38 0.961
37 H 1.93021 -1.22340 -2.43074  O38 0.962
38 O 1.78768 -2.16749 -2.54753  H36 0.961, H37 0.962
39 H -1.74291 2.52120 -1.33282  O41 0.970
40 H -1.67895 2.06767 -2.71552  O41 0.962
41 O -1.94420 1.72920 -1.85450  H39 0.970, H40 0.962
42 H -2.24900 4.02911 1.49646  O44 0.966
43 H -1.10094 3.07042 1.60506  O44 0.967
44 O -1.66640 3.49275 0.94404  H42 0.966, H43 0.967